*P*
Here is a single C5H7Cl molecule from OMol25. Energies are from the ωB97M-V functional and the def2-TZVPD basis.

```
13
C5H7Cl the ωB97M-V functional and the def2-TZVPD basis
C -0.17554 1.35807 1.99300
C 0.16578 0.25097 1.25102
C 0.38487 0.39842 -0.27789
C -0.35476 -0.68123 -1.07855
C 0.22639 -1.49693 -1.90205
Cl -2.08412 -0.71532 -0.89842
H -0.52869 1.48649 3.05317
H -0.28309 2.41629 1.57384
H 0.13913 -0.71050 1.78435
H 0.09557 1.39051 -0.52251
H 1.49858 0.19521 -0.57702
H -0.29610 -2.17224 -2.47103
H 1.21198 -1.71973 -1.92790
```

Its molar mass is 102.56 g/mol. The value obtained for the frontier orbital gap is 10.69 eV.

=====

*Q*
Here is a single C5H7Cl molecule from OMol25. Energies are from the ωB97M-V functional and the def2-TZVPD basis.

```
13
C5H7Cl the ωB97M-V functional and the def2-TZVPD basis
C -1.76414 1.33511 -0.16030
C -1.01867 0.34771 0.55639
C -0.04458 -0.66103 -0.09900
Cl -0.95666 -2.30364 -0.16151
C 1.20757 -0.79117 0.43080
C 2.11986 0.06768 -0.25524
H -2.67812 1.65900 0.31657
H -1.71767 1.51971 -1.30039
H -1.57948 0.05141 1.54439
H -0.27313 -0.30957 -1.07144
H 1.52191 -1.67153 1.33340
H 1.98679 0.78459 -1.30917
H 3.19631 -0.02825 0.17549
```

Its molar mass is 102.56 g/mol. The value obtained for the frontier orbital gap is 10.01 eV.

=====

*R*
Here is a single C5H7Cl molecule from OMol25. Energies are from the ωB97M-V functional and the def2-TZVPD basis.

```
13
C5H7Cl the ωB97M-V functional and the def2-TZVPD basis
C -0.48868 0.72694 -1.48917
C -0.14947 -0.23758 -0.65871
C 0.55898 -1.52607 -0.76641
C -0.26823 0.26245 1.09732
C 0.15730 1.36411 1.72553
Cl -1.15047 -0.97019 1.97649
H -0.57998 0.54173 -2.51982
H -0.84996 1.68368 -1.22270
H 0.03026 -2.15282 -1.55709
H 0.38535 -2.04811 0.20516
H 1.72997 -1.49271 -0.97576
H -0.11806 1.64568 2.72944
H 0.74298 2.20289 1.45572
```

Its molar mass is 102.56 g/mol. The value obtained for the frontier orbital gap is 10.47 eV.

=====

Most stable pick: *P*. Distance to second place: 20.0 kcal/mol.

=====

*P*
Here is 3 unconnected molecules or ions with the total composition C3H11O3 from OMol25. Energies are from the ωB97M-V functional and the def2-TZVPD basis.

```
17
C3H11O3 the ωB97M-V functional and the def2-TZVPD basis
C 0.07052 -0.42863 0.28370
O -1.10880 0.19366 -0.00555
C 1.31169 0.24780 -0.37493
C 2.55676 0.19778 0.49360
H 0.30109 -0.47391 1.37527
H 0.07084 -1.50213 -0.03011
H 1.50596 -0.25405 -1.32515
H 0.98971 1.26711 -0.58132
H 3.42029 0.71977 0.05449
H 2.38553 0.67154 1.44779
H 2.87561 -0.83776 0.70665
H -3.62783 1.50782 0.99897
H -2.25738 0.77358 0.98726
O -3.03590 1.02516 1.58029
H -1.69507 -0.36662 -1.44604
H -1.90760 -1.80939 -1.88560
O -1.85543 -0.93173 -2.27932
```

Its molar mass is 95.12 g/mol. The value obtained for the frontier orbital gap is 7.87 eV. The charge is -1.

=====

*Q*
Here is 3 unconnected molecules or ions with the total composition C3H11O3 from OMol25. Energies are from the ωB97M-V functional and the def2-TZVPD basis.

```
17
C3H11O3 the ωB97M-V functional and the def2-TZVPD basis
C -0.27457 0.06481 -0.43655
O 0.69104 0.99796 -0.12869
C -0.20433 -1.20748 0.39105
C -1.42466 -2.15447 0.29001
H -0.12997 -0.26995 -1.48419
H -1.31340 0.45962 -0.52447
H -0.03055 -0.97734 1.44502
H 0.65507 -1.76155 -0.00961
H -1.21133 -2.98058 0.97474
H -1.60518 -2.60544 -0.68679
H -2.33595 -1.66725 0.65280
H 3.53762 1.73224 0.38649
H 2.29766 1.04222 -0.19375
O 3.27572 1.20843 -0.35996
H -0.04014 2.20706 0.05645
H -1.30818 2.75481 -0.43090
O -0.57882 3.15692 0.05835
```

Its molar mass is 95.12 g/mol. The value obtained for the frontier orbital gap is 8.02 eV. The charge is -1.

=====

Most stable pick: *P*. Distance to second place: 5.7 kcal/mol.

=====

*P*
Here is a single C3H2N4 molecule from OMol25. Energies are from the ωB97M-V functional and the def2-TZVPD basis.

```
9
C3H2N4 the ωB97M-V functional and the def2-TZVPD basis
N -0.64149 -1.86238 -2.70651
C -0.47368 -1.22751 -1.77775
N -0.27484 -0.37306 -0.60181
N 0.57392 0.63586 -0.68311
C 0.67559 1.06200 0.55620
C -0.13874 0.24731 1.36999
N -0.71418 -0.65672 0.60473
H 1.30361 1.88777 0.81427
H -0.31020 0.28672 2.42400
```

Its molar mass is 94.08 g/mol. The value obtained for the frontier orbital gap is 11.46 eV.

=====

*Q*
Here is 2 unconnected molecules or ions with the total composition C3H2N4 from OMol25. Energies are from the ωB97M-V functional and the def2-TZVPD basis.

```
9
C3H2N4 the ωB97M-V functional and the def2-TZVPD basis
C 0.80538 2.04899 0.22475
C -0.15880 1.33890 0.16260
C -0.47345 -2.03416 0.78504
N 0.07423 -2.73814 0.04752
N -3.17201 -0.40847 0.72220
N -2.22266 0.03820 0.30243
N -1.16996 0.49892 -0.02311
H 1.49722 2.82607 0.35313
H -1.11732 -1.61728 1.53728
```

Its molar mass is 94.08 g/mol. The value obtained for the frontier orbital gap is 10.32 eV.

=====

Most stable pick: *P*. Distance to second place: 83.1 kcal/mol.

=====

*P*
Here is a single C10H11NO2S molecule from OMol25. Energies are from the ωB97M-V functional and the def2-TZVPD basis.

```
25
C10H11NO2S the ωB97M-V functional and the def2-TZVPD basis
C -0.88220 -1.06255 2.39213
O -0.34559 -0.04430 1.49023
C 0.70588 -0.49716 0.68048
C 0.91410 -1.81005 0.44435
C 1.84234 -2.21091 -0.56264
C 2.61236 -1.22398 -1.19862
C 2.45407 0.12246 -0.82051
C 1.50262 0.49214 0.08038
O 1.42532 1.76078 0.62503
C 0.60052 2.63400 -0.16720
C -0.92209 2.35224 -0.01052
N -1.32732 1.23288 -0.75085
C -2.02425 0.27163 -0.89639
S -2.80493 -1.10227 -0.97883
H -0.07285 -1.68733 2.88084
H -1.55474 -0.53684 3.05492
H -1.47409 -1.78794 1.73431
H 0.34229 -2.59742 0.85237
H 1.83450 -3.30709 -0.81311
H 3.40774 -1.57459 -1.83915
H 3.10157 0.89584 -1.27301
H 0.87401 2.60318 -1.24839
H 0.86608 3.59904 0.27841
H -1.17688 1.97538 1.02761
H -1.43558 3.28504 -0.30836
```

Its molar mass is 209.27 g/mol. The value obtained for the frontier orbital gap is 9.32 eV.

=====

*Q*
Here is a molecular structure, C10H11NO2S from OMol25. Energies are from the ωB97M-V functional and the def2-TZVPD basis.

```
25
C10H11NO2S the ωB97M-V functional and the def2-TZVPD basis
C -1.38127 0.97300 -2.77159
C -1.31130 2.18785 -2.14373
C -1.10809 -0.21008 -2.04246
C -1.18603 2.27866 -0.78708
C -0.85243 -0.09450 -0.66826
C -0.93599 1.16132 -0.06669
C -0.32024 -1.27805 0.03458
C 0.79641 -1.14187 1.02178
C 1.40095 -2.48430 1.66810
C 1.96915 -0.35911 0.60839
N -0.31768 -0.64246 1.78795
O 0.46342 1.72585 2.15205
O -1.87217 1.30225 2.32119
S -0.64156 1.01304 1.69073
H -1.57048 1.07188 -3.77099
H -1.43194 2.92341 -2.84017
H -1.05641 -1.09941 -2.43211
H -1.23151 3.14591 -0.29962
H -0.87158 -2.21090 -0.12275
H 1.93521 -1.94159 2.50614
H 1.89862 -2.91276 0.85041
H 0.52834 -3.10021 1.91579
H 2.72688 -0.98078 -0.09756
H 2.61183 0.01985 1.33021
H 1.75786 0.65299 0.15567
```

Its molar mass is 209.27 g/mol. The value obtained for the frontier orbital gap is 9.27 eV.

=====

Most stable pick: *P*. Distance to second place: 51.0 kcal/mol.

=====

*P*
Here is a single C5H3F molecule from OMol25. Energies are from the ωB97M-V functional and the def2-TZVPD basis.

```
9
C5H3F the ωB97M-V functional and the def2-TZVPD basis
C -2.96943 0.55281 0.03744
C -1.99673 -0.02999 -0.35229
C -0.65282 -0.09296 -0.37530
C 0.55973 -0.19267 -0.36005
C 1.94708 -0.28532 0.10040
F 2.51246 0.91210 -0.24755
H -3.92896 0.75768 0.41030
H 2.10272 -0.47978 1.28098
H 2.42594 -1.14187 -0.49392
```

Its molar mass is 82.08 g/mol. The value obtained for the frontier orbital gap is 10.03 eV.

=====

*Q*
Here is a single C5H3F molecule from OMol25. Energies are from the ωB97M-V functional and the def2-TZVPD basis.

```
9
C5H3F the ωB97M-V functional and the def2-TZVPD basis
C 0.89398 -1.06054 -0.01876
C -0.08229 -0.22495 0.00464
C -1.22599 0.37115 0.05704
C -2.44641 1.29527 0.08427
C -2.64426 0.00511 -0.05021
F -3.49712 -0.99633 -0.02656
H 1.50330 -1.49429 -0.79032
H 0.94768 -1.41418 1.02481
H -2.67420 2.31737 0.22992
```

Its molar mass is 82.08 g/mol. The value obtained for the frontier orbital gap is 8.99 eV.

=====

Most stable pick: *P*. Distance to second place: 20.2 kcal/mol.

=====

*P*
Here is a single C4H6ClNOS molecule from OMol25. Energies are from the ωB97M-V functional and the def2-TZVPD basis.

```
14
C4H6ClNOS the ωB97M-V functional and the def2-TZVPD basis
S -1.08875 -2.07645 -1.53927
C 0.42944 -2.11840 -1.05290
N 1.17774 -1.07169 -0.58547
O 0.55627 0.09573 -0.92215
C -0.43859 0.44474 -0.05602
C -0.29533 0.68189 1.33906
C -0.48230 1.94536 0.43527
Cl 0.70961 3.03443 0.08594
H 0.92972 -3.19052 -0.68707
H 2.14097 -1.09658 -0.56173
H -1.36725 0.14840 -0.45696
H 0.54505 0.52529 1.93768
H -1.37004 0.29352 1.72488
H -1.44654 2.38427 0.33873
```

Its molar mass is 151.62 g/mol. The value obtained for the frontier orbital gap is 9.07 eV.

=====

*Q*
Here is a single C4H6ClNOS molecule from OMol25. Energies are from the ωB97M-V functional and the def2-TZVPD basis.

```
14
C4H6ClNOS the ωB97M-V functional and the def2-TZVPD basis
C -1.52601 2.11554 2.34414
O -0.71626 1.71581 1.23285
C -1.16831 0.57023 0.66230
C -0.44149 -0.25608 -0.12287
Cl -1.24379 -1.65988 -0.75623
C 1.01116 -0.05284 -0.46891
N 1.54354 1.15853 -0.13054
S 2.04371 -1.13651 -1.21327
H -2.53247 2.39635 2.03294
H -1.08499 3.01875 2.79639
H -1.56073 1.29085 3.10617
H -2.22426 0.36472 0.85604
H 2.50431 1.34789 -0.30575
H 1.01631 1.88634 0.34553
```

Its molar mass is 151.62 g/mol. The value obtained for the frontier orbital gap is 8.25 eV.

=====

Most stable pick: *Q*. Distance to second place: 83.2 kcal/mol.

=====

*P*
Here is a single C4H6ClNOS molecule from OMol25. Energies are from the ωB97M-V functional and the def2-TZVPD basis.

```
14
C4H6ClNOS the ωB97M-V functional and the def2-TZVPD basis
C 0.00978 -1.07332 -0.38115
C 0.65240 -0.00275 0.25221
C -2.02550 1.27146 0.26844
C 2.10102 0.31979 -0.03159
N -1.33858 -1.38552 0.06730
O 0.44811 -1.76872 -1.27380
S -2.44957 -0.35558 0.76651
Cl -1.01722 1.51903 -0.98986
H 0.17256 0.36593 1.03454
H -2.03007 2.03387 1.01025
H 2.60148 1.19994 0.52771
H 2.18021 0.40726 -1.05488
H 2.61090 -0.58738 0.35031
H -1.91550 -1.94401 -0.54599
```

Its molar mass is 151.62 g/mol. The value obtained for the frontier orbital gap (spin up / spin down) is 8.00 / 6.76 eV.

=====

*Q*
Here is a single C4H6ClNOS molecule from OMol25. Energies are from the ωB97M-V functional and the def2-TZVPD basis.

```
14
C4H6ClNOS the ωB97M-V functional and the def2-TZVPD basis
N 1.88032 1.36777 -0.11190
C 0.55948 1.11091 -0.24490
C -0.17579 0.00819 0.11693
C 0.48421 -1.22237 0.61491
Cl 1.56694 -2.03162 -0.56560
C -1.61107 0.10731 -0.24171
O -2.13310 1.22303 -0.45343
S -2.55439 -1.43594 -0.17486
H 2.56554 0.61113 0.03822
H 2.34082 2.28478 -0.32632
H -0.07014 1.94886 -0.60582
H -0.23688 -2.00248 0.77818
H 1.17232 -1.14969 1.51555
H -3.78826 -0.81988 -0.33923
```

Its molar mass is 151.62 g/mol. The value obtained for the frontier orbital gap is 9.36 eV.

=====

Most stable pick: *Q*. Distance to second place: 84.1 kcal/mol.